No. 1
A molecular structure, C57H56Ge2OP2Rb at a distorted geometry, computed with ωB97M-V/def2-TZVPD.

Structure (XYZ):
```
119
Properties=species:S:1:pos:R:3:lowdin_charge:R:1
Rb -0.0041 0.5496 0.9196 0.638
C -5.8608 1.5604 4.6445 -0.094
C -6.3465 0.4217 4.0067 -0.086
C -5.5926 -0.2060 3.0230 -0.094
C -4.3482 0.3053 2.6422 -0.349
C -3.8669 1.4288 3.3067 -0.099
C -4.6146 2.0582 4.2978 -0.084
P -3.2164 -0.4344 1.3679 1.092
C -3.7035 -2.1877 1.5976 -0.396
C -3.1574 -2.8504 2.6985 -0.097
C -3.5179 -4.1595 2.9800 -0.074
C -4.4237 -4.8238 2.1570 -0.099
C -4.9493 -4.1808 1.0461 -0.086
C -4.5890 -2.8641 0.7655 -0.101
C -3.9913 0.0856 -0.2353 -0.304
C -5.2855 0.5249 -0.3149 -0.080
C -5.7469 1.2943 -1.4092 -0.075
C -4.8601 1.7193 -2.3498 -0.044
C -3.5085 1.2975 -2.3097 -0.172
C -2.5589 1.8389 -3.2214 -0.046
C -1.2633 1.4466 -3.1665 -0.071
C -0.8895 0.3758 -2.3112 -0.152
C -1.7691 -0.2325 -1.4507 -0.305
C -3.0901 0.3557 -1.3290 -0.210
H -6.4457 2.0454 5.4199 0.098
H -7.3094 0.0102 4.2885 0.099
H -5.9679 -1.1133 2.5659 0.103
H -2.8873 1.8106 3.0535 0.089
H -4.2145 2.9295 4.8051 0.101
H -2.4224 -2.3427 3.3212 0.102
H -3.0744 -4.6752 3.8272 0.111
H -4.6912 -5.8529 2.3682 0.103
H -5.6327 -4.7054 0.3879 0.101
H -4.9892 -2.3670 -0.1128 0.098
H -5.9642 0.3525 0.5120 0.095
H -6.7836 1.6066 -1.4484 0.100
H -5.1711 2.4017 -3.1368 0.112
H -2.8849 2.5899 -3.9327 0.111
H -0.5206 1.9104 -3.8053 0.108
H 0.1184 -0.0135 -2.4073 0.088
O 2.4122 0.6816 1.6660 -0.228
C 2.3137 1.7245 2.2939 -0.316
C 2.8043 3.0323 2.3925 -0.253
C 3.7732 3.4044 3.3947 -0.073
C 4.0355 4.7202 3.6552 -0.127
C 3.3837 5.7691 2.9667 -0.135
C 2.4877 5.4279 1.9665 -0.132
C 2.1789 4.1075 1.6448 -0.365
P 1.0392 3.6129 0.3287 1.046
C -0.6501 3.9773 0.9795 -0.406
C -1.7355 3.7648 0.1206 -0.112
C -3.0335 4.0516 0.5242 -0.077
C -3.2621 4.5566 1.8013 -0.104
C -2.1971 4.7170 2.6805 -0.091
C -0.8941 4.4155 2.2769 -0.073
C 1.1844 4.9745 -0.9100 -0.362
C 2.0638 4.7793 -1.9756 -0.102
C 2.2552 5.7617 -2.9417 -0.096
C 1.5534 6.9579 -2.8654 -0.106
C 0.6639 7.1631 -1.8178 -0.090
C 0.4812 6.1791 -0.8487 -0.095
H 4.2865 2.6180 3.9357 0.101
H 4.7798 4.9641 4.4072 0.091
H 3.6057 6.8058 3.1889 0.077
H 2.0198 6.2242 1.3945 0.093
H -1.5561 3.4059 -0.8916 0.098
H -3.8637 3.8841 -0.1568 0.102
H -4.2747 4.7839 2.1214 0.102
H -2.3760 5.0882 3.6854 0.101
H -0.0559 4.5612 2.9509 0.109
H 2.6085 3.8428 -2.0420 0.100
H 2.9466 5.5900 -3.7597 0.097
H 1.6956 7.7246 -3.6201 0.095
H 0.1094 8.0932 -1.7515 0.098
H -0.2224 6.3481 -0.0411 0.105
C -3.2611 -4.0858 -2.8659 -0.174
C -2.8678 -2.6133 -2.6373 -0.312
Ge -1.4215 -2.2586 -1.2883 0.869
C 0.2262 -2.5044 -2.3656 -0.341
C 0.6023 -3.9861 -2.5764 -0.160
C -1.5578 -3.8202 -0.1171 -0.274
C -0.7604 -4.1033 0.9219 -0.347
Ge 0.4903 -2.5322 1.3053 0.808
C 2.3486 -3.2258 0.8940 -0.397
C 3.1929 -4.0291 1.9015 -0.189
C 0.6022 -2.1480 3.2970 -0.413
C 0.2881 -3.1812 4.3927 -0.184
C -0.8025 -5.4833 1.5288 -0.211
C 0.1822 -5.8914 2.4301 -0.051
C 0.1878 -7.1648 2.9935 -0.084
C -0.8131 -8.0712 2.6731 -0.113
C -1.8124 -7.6862 1.7811 -0.098
C -1.8038 -6.4170 1.2217 -0.064
H -3.8537 -4.2090 -3.7785 0.059
H -3.8646 -4.4674 -2.0349 0.049
H -2.3930 -4.7452 -2.9536 0.049
H -3.7595 -2.0378 -2.3665 0.046
H -2.4971 -2.1643 -3.5668 0.064
H 1.0523 -1.9799 -1.8792 0.048
H 0.0535 -2.0239 -3.3348 0.057
H 0.7051 -4.5159 -1.6284 0.048
H 1.5527 -4.0802 -3.1145 0.064
H -0.1572 -4.5148 -3.1632 0.053
H -2.2456 -4.5617 -0.5428 0.037
H 2.8740 -2.2860 0.6804 0.034
H 2.2961 -3.7547 -0.0665 0.032
H 3.0896 -3.6403 2.9235 0.052
H 4.2601 -3.9873 1.6532 0.054
H 2.9171 -5.0858 1.9211 0.044
H -0.0664 -1.2897 3.4381 0.013
H 1.6096 -1.7396 3.4363 0.046
H -0.6690 -3.6879 4.2201 0.042
H 0.2384 -2.7096 5.3807 0.059
H 1.0504 -3.9619 4.4546 0.048
H 0.9545 -5.1796 2.6826 0.063
H 0.9753 -7.4427 3.6876 0.099
H -0.8195 -9.0633 3.1097 0.090
H -2.6070 -8.3816 1.5251 0.095
H -2.6027 -6.1399 0.5421 0.092
```

Total charge   -1
HOMO-LUMO gap   4.7558 eV
DFT total energy   -7141.431691 Ha
HOMO level   -0.102 Ha


No. 2
10 unconnected molecules or ions with the total composition C57H61BrClF27O22S at a distorted geometry, computed with ωB97M-V/def2-TZVPD.

Structure (XYZ):
```
170
Properties=species:S:1:pos:R:3:lowdin_charge:R:1
C 3.0499 -3.5701 2.4583 0.151
C 3.0317 -3.2021 1.3170 -0.075
C 3.2224 -2.9973 -0.0939 -0.163
C 4.4485 -3.3178 -0.6717 -0.007
C 4.6752 -3.1413 -2.0305 -0.041
C 3.6637 -2.6665 -2.8499 0.005
C 2.4361 -2.3433 -2.2897 -0.069
C 2.2142 -2.4857 -0.9192 -0.036
C 0.8811 -2.0640 -0.4069 -0.263
O 0.7102 -1.7367 0.7464 0.120
C -0.2678 -2.0267 -1.3718 -0.068
C -1.5425 -2.0862 -0.8596 0.026
C -2.6702 -2.0850 -1.6793 -0.241
C -4.0231 -2.1650 -1.0117 -0.151
C -4.9425 -0.9448 -1.2684 -0.234
C -4.4676 0.3566 -0.6098 -0.218
C -3.2615 1.0536 -1.2842 -0.217
S -3.5600 1.6733 -2.9549 0.349
O -3.2412 3.0750 -2.9232 -0.355
O -2.7158 0.9628 -3.8735 -0.349
Cl -5.5369 1.5360 -3.4201 0.448
C -2.4466 -2.0368 -3.0523 -0.502
Br -3.9304 -2.1270 -4.2506 0.885
C -1.1627 -1.9380 -3.6153 -0.206
C -0.9960 -1.8430 -5.1105 -0.062
C -0.0571 -1.9279 -2.7582 -0.029
C 1.3574 -1.8290 -3.2096 -0.258
O 1.7030 -1.3318 -4.2592 0.104
H 2.9917 -3.8908 3.4712 0.034
H 5.2615 -3.7021 -0.0690 0.122
H 5.6599 -3.3785 -2.4128 0.108
H 3.8093 -2.5132 -3.9113 0.120
H -1.6503 -2.1255 0.2183 0.130
H -4.5347 -3.0984 -1.2585 0.122
H -3.8393 -2.2015 0.0663 0.105
H -5.9078 -1.1808 -0.8096 0.115
H -5.1289 -0.8783 -2.3345 0.000
H -4.3106 0.2155 0.4615 0.114
H -5.2974 1.0684 -0.6738 0.094
H -2.3493 0.4606 -1.3204 0.095
H -3.0249 1.9407 -0.6950 0.091
H -1.7108 -2.4655 -5.6441 0.041
H 0.0018 -2.1164 -5.4310 0.071
H -1.2092 -0.8054 -5.3858 0.096
C 4.2585 1.6516 -7.4007 -0.053
C 4.4561 1.4213 -5.9203 -0.175
O 5.2569 0.2454 -5.6685 0.039
C 6.5652 0.3923 -5.7631 -0.410
O 7.1619 1.3909 -6.0404 0.168
C 7.2473 -0.9400 -5.4087 -0.544
F 6.6483 -1.9809 -5.9950 0.170
F 7.2001 -1.1446 -4.0745 0.129
F 8.5246 -0.9609 -5.7755 0.176
H 3.8348 0.7655 -7.8755 0.088
H 3.5894 2.4892 -7.5572 0.064
H 5.2060 1.8642 -7.8962 0.082
H 3.4994 1.2341 -5.4372 0.127
H 4.9029 2.2902 -5.4370 0.123
C 9.0657 1.0026 -2.9627 -0.047
C 9.4711 0.3199 -1.6761 -0.185
O 10.5786 0.9982 -1.0491 0.036
C 10.2723 2.0648 -0.3259 -0.402
O 9.1792 2.5144 -0.1478 0.170
C 11.5477 2.6446 0.3095 -0.548
F 12.5513 2.7072 -0.5725 0.166
F 11.9471 1.8753 1.3321 0.166
F 11.3335 3.8712 0.7756 0.173
H 9.9197 1.0940 -3.6351 0.095
H 8.2841 0.4295 -3.4597 0.047
H 8.6935 2.0097 -2.7726 0.085
H 9.8218 -0.6902 -1.8788 0.128
H 8.6361 0.2442 -0.9803 0.127
C 6.7395 6.9929 -4.8633 -0.051
C 6.8598 5.7482 -5.7123 -0.185
O 5.5914 5.4348 -6.3247 0.024
C 5.2973 6.0979 -7.4329 -0.400
O 5.9751 6.9151 -7.9802 0.177
C 3.9350 5.6229 -7.9626 -0.538
F 3.0259 5.5315 -6.9813 0.160
F 4.0544 4.4047 -8.5120 0.150
F 3.4499 6.4493 -8.8823 0.179
H 5.9385 6.8765 -4.1382 0.061
H 7.6698 7.1911 -4.3318 0.086
H 6.5006 7.8633 -5.4745 0.083
H 7.1138 4.8899 -5.0934 0.123
H 7.6356 5.8421 -6.4708 0.127
C 1.4201 2.8811 3.4591 -0.056
C 0.8406 3.6022 2.2622 -0.190
O -0.5572 3.2872 2.0911 0.034
C -1.4087 3.9666 2.8429 -0.403
O -1.1420 4.8091 3.6471 0.174
C -2.8437 3.5385 2.4993 -0.541
F -2.9592 2.2050 2.4022 0.152
F -3.2397 4.0516 1.3250 0.165
F -3.7174 3.9456 3.4163 0.171
H 1.2493 1.8072 3.3763 0.085
H 2.4917 3.0640 3.5274 0.085
H 0.9518 3.2171 4.3842 0.077
H 1.3302 3.2722 1.3487 0.126
H 0.9755 4.6805 2.3357 0.126
C -6.4064 -0.5633 4.8877 -0.057
C -5.2478 -1.4721 4.5410 -0.177
O -5.7015 -2.8106 4.2362 0.046
C -6.1525 -2.9935 3.0075 -0.400
O -6.2236 -2.1638 2.1489 0.160
C -6.5460 -4.4649 2.8062 -0.540
F -7.2503 -4.9418 3.8374 0.167
F -5.4554 -5.2356 2.6765 0.165
F -7.2819 -4.6287 1.7075 0.164
H -6.9946 -0.9901 5.6922 0.081
H -6.0515 0.4166 5.1784 0.072
H -7.0708 -0.4447 4.0301 0.086
H -4.5774 -1.5749 5.3897 0.117
H -4.6632 -1.0784 3.7100 0.125
C -0.2055 8.6673 -4.8872 -0.058
C -0.0410 8.2878 -3.4319 -0.192
O 0.7291 7.0770 -3.2943 0.038
C 2.0439 7.2120 -3.3542 -0.401
O 2.6521 8.2293 -3.5105 0.170
C 2.7131 5.8435 -3.1502 -0.541
F 2.1138 4.8870 -3.8649 0.170
F 2.6586 5.4760 -1.8608 0.165
F 3.9946 5.8799 -3.5115 0.158
H -0.6383 7.8397 -5.4499 0.085
H -0.8558 9.5363 -4.9799 0.083
H 0.7561 8.9046 -5.3419 0.078
H -1.0093 8.0728 -2.9853 0.126
H 0.4159 9.0910 -2.8551 0.125
C -5.0139 4.5349 10.0076 -0.059
C -4.1069 4.1101 8.8738 -0.191
O -4.1339 2.6786 8.6932 0.036
C -5.1498 2.2010 7.9925 -0.401
O -6.0397 2.8298 7.5024 0.175
C -5.0093 0.6769 7.8465 -0.535
F -4.6741 0.0899 8.9983 0.175
F -4.0503 0.3798 6.9535 0.160
F -6.1526 0.1330 7.4267 0.143
H -4.7554 4.0019 10.9231 0.084
H -4.9214 5.6058 10.1840 0.084
H -6.0560 4.3104 9.7817 0.078
H -3.0729 4.3579 9.1028 0.126
H -4.3653 4.6105 7.9416 0.127
C 1.3139 -6.9576 7.3132 -0.060
C 2.1352 -8.1841 6.9806 -0.195
O 2.1926 -8.4027 5.5574 0.035
C 3.0885 -7.6865 4.8941 -0.401
O 3.8420 -6.8831 5.3589 0.166
C 3.0570 -8.0655 3.4040 -0.549
F 1.8035 -8.1498 2.9437 0.166
F 3.6385 -9.2574 3.2087 0.167
F 3.7043 -7.1670 2.6698 0.169
H 0.3204 -7.0326 6.8700 0.084
H 1.2122 -6.8518 8.3927 0.083
H 1.7804 -6.0549 6.9196 0.077
H 1.6694 -9.0749 7.3965 0.125
H 3.1418 -8.1179 7.3913 0.126
C -9.0789 -7.8857 2.8605 -0.056
C -9.6230 -7.1761 1.6390 -0.194
O -11.0052 -7.5180 1.4153 0.035
C -11.8927 -6.8499 2.1381 -0.401
O -11.6580 -6.0042 2.9490 0.173
C -13.3146 -7.2931 1.7529 -0.548
F -13.4047 -8.6244 1.6559 0.166
F -13.6575 -6.7709 0.5670 0.166
F -14.2020 -6.8860 2.6549 0.173
H -9.2275 -8.9629 2.7776 0.083
H -8.0146 -7.6838 2.9765 0.076
H -9.5930 -7.5573 3.7637 0.081
H -9.0870 -7.4963 0.7479 0.128
H -9.5076 -6.0966 1.7188 0.112
```

HOMO-LUMO gap   8.3330 eV
SMILES   C#Cc1cccc2c1C(=O)c1cc(CCCCS(=O)(=O)Cl)c(Br)c(C)c1C2=O.CCOC(=O)C(F)(F)F.CCOC(=O)C(F)(F)F.CCOC(=O)C(F)(F)F.CCOC(=O)C(F)(F)F.CCOC(=O)C(F)(F)F.CCOC(=O)C(F)(F)F.CCOC(=O)C(F)(F)F.CCOC(=O)C(F)(F)F.CCOC(=O)C(F)(F)F
DFT total energy   -9992.787866 Ha
HOMO level   -0.342 Ha